1.
C3H2InO3 | the ωB97M-V functional and the def2-TZVPD basis

CARTESIAN COORDINATES (ANGSTROEM)
O  0.67013  0.03949  -1.02389
C  0.07940  1.24368  -1.07920
C  -0.75451  1.93576  -0.50866
O  -0.20105  -0.26889  0.99392
C  0.40440  -0.73088  0.02890
O  0.57539  -1.99187  -0.17882
In  -0.54327  -0.83388  2.89889
H  -1.28328  2.79267  -0.12969
H  1.05278  -2.18609  -1.00145

Force components x, y, z for each atom (eV/Å):
0.6510 -1.0655 0.2173
-1.5908 0.2647 2.1568
1.1352 0.5363 -1.0413
-0.5502 0.8233 1.8289
0.1533 -0.4973 -4.5882
0.3587 0.5291 1.3791
-0.2061 -0.3300 0.7519
-0.1022 -0.1615 -0.2605
0.1512 -0.0991 -0.4440

Orbital gap (spin up / spin down) ... 7.97 / 3.25 eV
Multiplicity ... 2
Charge ... +2

---

2.
C3H2N | the ωB97M-V functional and the def2-TZVPD basis

CARTESIAN COORDINATES (ANGSTROEM)
C  2.11231  -0.10717  0.06341
C  -2.13150  -0.12590  -0.02088
C  0.94847  -0.19630  -0.04686
N  -1.00122  -0.03324  0.02455
H  3.14914  0.21502  -0.14346
H  -3.23790  -0.19902  0.04865

Force components x, y, z for each atom (eV/Å):
3.1590 1.2475 -0.5434
-0.7870 -0.0167 0.4022
-8.2470 0.2372 0.0880
5.6636 -0.7883 -0.2804
-0.8418 -0.7962 0.5692
1.0531 0.1164 -0.2356

Orbital gap ... 9.04 eV
Charge ... +1

---

3.
C3H2N2O | the ωB97M-V functional and the def2-TZVPD basis

CARTESIAN COORDINATES (ANGSTROEM)
O  -2.89354  -0.12231  0.34175
C  -1.84219  0.22778  0.07418
N  -0.82850  0.77216  -0.10810
C  0.51688  0.33919  -0.40333
C  1.41095  -0.56931  0.43673
N  0.69174  -1.11323  -0.40503
H  0.83720  1.07886  -1.15370
H  2.10746  -0.61313  1.21750

Force components x, y, z for each atom (eV/Å):
-2.9159 -1.3601 0.4231
-1.1689 -0.3267 0.6521
4.4552 1.3811 -0.1505
-0.0481 0.5352 0.6453
-1.8582 3.4493 -0.8806
0.0576 -1.7684 -1.6525
0.7512 -1.2480 0.0307
0.7271 -0.6624 0.9325

Orbital gap ... 10.40 eV
Charge ... 0

---

4.
C3H2N2O | the ωB97M-V functional and the def2-TZVPD basis

CARTESIAN COORDINATES (ANGSTROEM)
C  -1.08410  1.38825  0.06103
C  -0.02857  1.84327  0.62905
C  -0.13112  0.22140  -0.02736
N  1.44974  0.65412  0.79987
N  1.29974  1.85418  1.11703
O  1.97648  2.71525  1.61171
H  -0.16949  -0.70398  0.53967
H  0.07659  -0.08337  -1.18153

Force components x, y, z for each atom (eV/Å):
-0.0364 0.0413 0.4679
-0.6845 1.0632 -0.0083
1.9438 -0.7609 -2.0615
1.2718 -1.5385 -0.7523
-2.2656 -0.6967 -1.4255
0.4488 0.3254 0.5402
-0.8642 0.3688 0.3991
0.1863 1.1974 2.8403

Orbital gap ... 10.11 eV
Charge ... 0

---

5.
C3H2N2O2 | the ωB97M-V functional and the def2-TZVPD basis

CARTESIAN COORDINATES (ANGSTROEM)
O  -2.09195  0.41787  0.85647
C  -1.03140  0.09794  0.32220
C  0.10238  -0.50262  1.09275
N  1.32194  -0.66996  0.66870
O  1.53325  -0.06882  -0.58189
C  0.46175  0.45140  -1.26528
N  -0.81095  0.50835  -0.93039
H  -0.24310  -0.89484  2.11071
H  0.75806  0.66067  -2.27327

Force components x, y, z for each atom (eV/Å):
1.2382 -1.3029 0.1409
-1.8248 1.6535 2.6955
0.0094 -1.3519 0.8174
-2.1326 0.9030 0.6963
-1.1926 0.4597 -0.5840
-1.4004 -1.3869 0.6432
3.8789 0.0876 -2.6284
1.1260 0.4057 -1.4994
0.2981 0.5320 -0.2814

Orbital gap ... 10.02 eV
Charge ... 0

---

6.
C3H2N2O2 | the ωB97M-V functional and the def2-TZVPD basis

CARTESIAN COORDINATES (ANGSTROEM)
H  -0.95957  2.50302  0.79982
N  -0.02373  2.18421  0.54375
C  0.07494  0.98207  0.18217
C  1.29416  0.30416  -0.23538
N  1.71331  -0.70848  -0.61325
O  -0.88179  -0.03126  -0.01815
C  -0.45293  -1.39660  -0.18929
O  -0.81005  -1.98109  -1.15389
H  0.04566  -1.85603  0.68422

Force components x, y, z for each atom (eV/Å):
0.0605 -0.3502 -0.1477
-0.1415 -1.1399 -0.2285
-0.4533 -0.4202 -0.1161
0.4237 -1.0531 -0.4039
1.3586 1.3711 0.1294
0.0032 1.0087 0.6883
-1.1966 -0.2561 -0.2236
0.1429 0.3101 0.5414
-0.1974 0.5296 -0.2394

Orbital gap ... 11.38 eV
Charge ... 0

---

7.
C3H2N2O2 | the ωB97M-V functional and the def2-TZVPD basis

CARTESIAN COORDINATES (ANGSTROEM)
C  1.26070  -1.02890  -0.45383
C  -1.40656  -0.22310  0.52861
C  -0.51777  0.85622  0.97106
N  1.50436  0.06414  0.00247
N  -1.49845  1.05592  0.02428
O  0.95654  -2.01282  -0.95892
O  -1.82369  -1.32552  0.62023
H  1.66479  0.55942  0.75911
H  -2.05073  1.66199  -0.57512

Force components x, y, z for each atom (eV/Å):
0.6315 2.5469 1.7744
0.6877 1.2774 0.7004
-0.8554 0.9669 -0.1303
-0.5977 -3.8179 -5.5363
-0.4771 -1.9731 0.2237
-0.2394 -1.4341 -0.9184
-0.5617 -0.4179 -0.5518
0.9875 2.3519 4.2896
0.4246 0.4999 0.1487

Orbital gap ... 9.57 eV
Charge ... 0

---

8.
C3H2N2O2 | the ωB97M-V functional and the def2-TZVPD basis

CARTESIAN COORDINATES (ANGSTROEM)
C  0.38722  -0.50244  0.56278
C  0.20843  -0.11975  -0.73998
C  1.48903  -1.89758  -0.60830
N  1.17619  -1.61184  0.59263
N  0.97224  -0.97947  -1.45523
O  2.08179  -0.57646  -3.31096
O  0.96902  -0.71812  -2.76425
H  -0.11512  -0.14417  1.49749
H  -0.02215  0.83769  -1.33089

Force components x, y, z for each atom (eV/Å):
-1.6558 0.8826 1.0523
-0.0297 2.9560 -0.1846
0.4551 0.0245 0.0426
0.4574 -1.1992 -0.3495
0.0520 -0.2513 1.9003
2.6201 0.1263 -0.7466
-2.3437 -0.7261 -2.0342
0.7881 -0.1688 -1.2217
-0.3436 -1.6440 1.5413

Orbital gap (spin up / spin down) ... 10.83 / 7.63 eV
Multiplicity ... 3
Charge ... 0

---

9.
C3H2N2O2S | the ωB97M-V functional and the def2-TZVPD basis

CARTESIAN COORDINATES (ANGSTROEM)
O  -1.00201  -0.80046  2.33417
C  -0.89873  -0.01137  1.40355
S  -1.89802  1.41245  1.39675
C  0.06217  -0.24579  0.26781
N  0.27605  0.51394  -0.75910
C  1.11969  -0.22573  -1.55778
N  1.39592  -1.40242  -1.09185
O  0.71769  -1.45552  0.11286
H  -1.28541  2.06274  0.40035
H  1.51265  0.15215  -2.50676

Force components x, y, z for each atom (eV/Å):
0.2793 0.9039 -1.6095
0.3461 -1.5211 1.6821
-0.0982 0.3698 -0.0677
0.8572 -1.2825 -1.6596
-0.0464 0.2735 0.3377
-0.1809 0.3816 -0.0791
-0.2463 0.2775 0.4599
-0.7542 1.0086 0.6152
0.0331 -0.0899 -0.1857
-0.1897 -0.3214 0.5066

Orbital gap ... 9.78 eV
Charge ... 0

---

10.
C3H2N2O3 | the ωB97M-V functional and the def2-TZVPD basis

CARTESIAN COORDINATES (ANGSTROEM)
O  1.71182  2.14246  -1.88628
C  1.36734  1.34468  -1.13733
C  1.15225  0.52763  -0.12791
C  0.29097  -0.47070  0.33863
N  -1.01639  -0.71175  0.43346
O  -1.33018  -1.56112  1.29841
N  -2.06906  -0.23115  -0.40047
O  -3.10697  -0.64324  0.02603
H  2.12203  0.71598  0.35315
H  0.87820  -1.11279  1.10232

Force components x, y, z for each atom (eV/Å):
-0.0497 0.0721 -0.4228
-0.8699 0.3924 -0.3987
1.0401 1.2360 -0.9820
0.8433 -1.0723 1.7796
2.1802 -1.6418 1.7987
-0.7953 -0.4658 0.3963
-1.9283 0.5964 -0.4694
1.3796 0.7358 -1.0136
-0.2345 -0.7816 0.6994
-1.5654 0.9290 -1.3875

Orbital gap (spin up / spin down) ... 6.81 / 7.07 eV
Charge ... 0

---

Which energy relative to the best compared isomer or geometry (same formula, charge and spin) belongs to each record? In order, 2.767, 3.792, 1.511, 8.245, 2.415, 2.019, 4.104, 5.302, 2.594, 8.113 eV.